No. 1
# C47H83Cl24FN2O3

13 unconnected molecules or ions with the total composition C47H83Cl24FN2O3 (ωB97M-V/def2-TZVPD, the OMol25 dataset).

Positions of all 160 atoms, in Å:
C1 5.167 -1.535 -1.958
C2 5.533 0.020 -2.355
C3 4.740 0.593 -3.671
C4 4.789 2.254 -3.745
C5 3.428 2.847 -4.440
C6 2.065 2.537 -3.520
C7 0.940 3.616 -4.021
C8 -0.602 3.282 -3.589
C9 -0.929 1.703 -3.304
C10 -1.625 0.639 -4.338
C11 -2.073 1.101 -5.845
C12 -0.853 1.646 -6.797
C13 0.206 0.498 -7.293
F1 -0.073 0.232 -8.726
C14 -1.916 -0.938 -3.860
O1 -2.577 -1.893 -4.762
C15 -1.927 -3.212 -4.762
C16 -2.868 -4.271 -3.894
C17 -1.504 -1.492 -2.358
C18 -0.810 -0.427 -1.320
C19 -0.526 1.117 -1.795
C20 0.193 1.875 -0.531
O2 0.509 3.168 -0.391
N1 0.463 0.736 0.428
C21 0.864 1.112 1.837
N2 -0.344 1.606 2.650
C22 -0.058 1.331 4.119
C23 -0.262 -0.575 0.218
O3 -0.433 -1.571 1.093
H1 4.929 -2.206 -2.887
H2 6.066 -2.057 -1.374
H3 4.239 -1.592 -1.212
H4 5.350 0.668 -1.381
H5 6.686 0.057 -2.574
H6 3.656 0.155 -3.747
H7 5.328 0.213 -4.625
H8 5.691 2.518 -4.442
H9 4.860 2.679 -2.657
H10 3.248 2.224 -5.443
H11 3.483 3.968 -4.772
H12 2.381 2.762 -2.398
H13 1.810 1.413 -3.723
H14 1.099 3.811 -5.178
H15 1.216 4.653 -3.497
H16 -1.297 3.606 -4.504
H17 -0.997 3.937 -2.673
H18 -2.521 0.142 -6.397
H19 -2.966 1.883 -5.827
H20 -1.368 2.120 -7.765
H21 -0.241 2.514 -6.306
H22 1.296 0.967 -7.192
H23 0.178 -0.475 -6.623
H24 -1.960 -3.622 -5.882
H25 -0.800 -3.213 -4.445
H26 -3.757 -3.708 -3.361
H27 -3.305 -5.095 -4.637
H28 -2.240 -4.783 -3.038
H29 -1.687 -2.608 -1.989
H30 1.653 2.000 1.776
H31 1.412 0.217 2.388
H32 -0.297 2.659 2.549
H33 0.173 0.167 4.227
H34 -0.976 1.588 4.797
H35 0.855 2.000 4.452
Cl1 0.256 -3.932 -12.209
C24 0.102 -2.224 -11.728
C25 -1.348 -1.813 -11.528
Cl2 -2.252 -1.769 -13.062
H36 0.593 -1.611 -12.490
H37 0.653 -2.108 -10.790
H38 -1.394 -0.805 -11.105
H39 -1.870 -2.492 -10.846
Cl3 2.657 4.200 -7.161
C26 3.918 4.722 -8.305
C27 4.398 3.582 -9.189
Cl4 5.319 2.363 -8.272
H40 4.739 5.160 -7.730
H41 3.478 5.510 -8.924
H42 5.068 3.968 -9.963
H43 3.563 3.075 -9.683
Cl5 -4.933 -6.058 -6.332
C28 -4.586 -4.913 -7.651
C29 -3.440 -5.383 -8.533
Cl6 -1.875 -5.333 -7.682
H44 -4.379 -3.935 -7.207
H45 -5.501 -4.829 -8.246
H46 -3.347 -4.726 -9.403
H47 -3.599 -6.404 -8.892
Cl7 -3.919 -4.546 0.171
C30 -2.415 -4.227 1.069
C31 -1.581 -5.484 1.255
Cl8 -2.349 -6.642 2.370
H48 -2.682 -3.774 2.029
H49 -1.851 -3.490 0.490
H50 -0.609 -5.226 1.689
H51 -1.403 -5.996 0.304
Cl9 0.270 -3.070 6.346
C32 0.015 -4.143 4.947
C33 0.399 -5.582 5.251
Cl10 2.158 -5.780 5.457
H52 0.586 -3.743 4.104
H53 -1.048 -4.088 4.695
H54 0.104 -6.230 4.419
H55 -0.092 -5.948 6.158
Cl11 -6.919 -6.179 4.640
C34 -6.376 -6.897 3.103
C35 -7.226 -6.446 1.926
Cl12 -8.877 -7.112 1.995
H56 -6.387 -7.986 3.214
H57 -5.339 -6.581 2.954
H58 -6.783 -6.798 0.990
H59 -7.302 -5.355 1.878
Cl13 5.894 -4.606 8.528
C36 5.639 -5.679 7.129
C37 6.023 -7.119 7.433
Cl14 7.782 -7.317 7.639
H60 6.210 -5.279 6.286
H61 4.576 -5.624 6.877
H62 5.728 -7.766 6.601
H63 5.532 -7.485 8.340
Cl15 -1.301 4.502 5.299
C38 -1.439 3.890 6.966
C39 -2.812 3.301 7.250
Cl16 -4.084 4.548 7.289
H64 -1.204 4.712 7.650
H65 -0.672 3.119 7.085
H66 -2.814 2.818 8.232
H67 -3.092 2.553 6.502
Cl17 -3.363 8.477 10.158
C40 -2.102 8.999 9.013
C41 -1.622 7.858 8.130
Cl18 -0.701 6.640 9.047
H68 -1.281 9.436 9.589
H69 -2.542 9.787 8.395
H70 -0.951 8.244 7.356
H71 -2.456 7.352 7.636
Cl19 3.499 0.541 6.454
C42 3.361 -0.070 8.121
C43 1.988 -0.659 8.405
Cl20 0.716 0.588 8.443
H72 3.596 0.751 8.805
H73 4.128 -0.842 8.240
H74 1.986 -1.143 9.387
H75 1.708 -1.407 7.657
Cl21 6.536 -0.151 1.466
C44 6.382 1.557 1.947
C45 4.932 1.968 2.148
Cl22 4.028 2.012 0.613
H76 6.874 2.170 1.186
H77 6.934 1.672 2.885
H78 4.886 2.976 2.570
H79 4.411 1.289 2.830
Cl23 -6.401 8.934 6.663
C46 -6.539 8.323 8.330
C47 -7.912 7.734 8.614
Cl24 -9.184 8.981 8.652
H80 -6.304 9.144 9.014
H81 -5.772 7.551 8.448
H82 -7.914 7.250 9.596
H83 -8.192 6.986 7.866

Output
HOMO level = -8.7 eV
LUMO energy = -1.44 eV
orbital gap = 7.3 eV
largest force on an atom = 8.342 eV/A

No. 2
# C47H84BFN5O8

3 unconnected molecules or ions with the total composition C47H84BFN5O8 (ωB97M-V/def2-TZVPD, the OMol25 dataset).

Positions of all 146 atoms, in Å:
C1 -7.129 2.142 3.336
C2 -7.937 1.438 2.255
O1 -8.073 2.196 1.066
C3 -7.116 1.932 0.075
C4 -5.835 2.773 0.252
C5 -5.232 3.267 -1.058
C6 -4.910 2.147 -2.086
C7 -3.446 2.068 -2.532
N1 -2.483 1.174 -1.799
C8 -2.295 1.690 -0.394
C9 -1.569 3.014 -0.161
C10 -0.057 2.977 0.021
O2 0.355 4.010 0.921
C11 -1.206 1.085 -2.655
B1 -0.707 2.387 -3.475
C12 -0.206 2.152 -4.944
O3 -0.757 3.698 -3.031
C13 -0.148 0.204 -1.975
C14 1.250 0.215 -2.582
C15 2.150 1.272 -1.990
C16 2.531 2.396 -2.710
C17 3.329 3.382 -2.150
C18 3.782 3.241 -0.852
C19 3.444 2.099 -0.141
C20 2.628 1.115 -0.682
C21 2.337 -0.094 0.169
O4 -0.636 -1.129 -2.125
C22 -1.800 -1.273 -1.329
N2 -2.288 -2.578 -1.408
C23 -1.854 -3.557 -0.692
C24 -1.029 -4.635 -1.308
C25 -2.194 -3.614 0.762
C26 -2.975 -0.297 -1.669
C27 -3.952 -0.538 -0.495
C28 -3.712 -0.779 -2.952
O5 -4.891 -0.660 -3.080
N3 -2.916 -1.432 -3.979
C29 -3.643 -2.441 -4.656
O6 -4.116 -2.362 -5.737
F1 -3.697 -3.554 -3.923
H1 -7.281 3.218 3.284
H2 -7.423 1.782 4.320
H3 -6.058 1.953 3.242
H4 -7.537 0.441 2.053
H5 -8.949 1.291 2.631
H6 -7.556 2.163 -0.896
H7 -6.857 0.867 0.087
H8 -6.130 3.644 0.838
H9 -5.116 2.230 0.871
H10 -4.307 3.797 -0.814
H11 -5.891 4.009 -1.503
H12 -5.361 1.215 -1.780
H13 -5.444 2.422 -2.997
H14 -3.427 1.769 -3.579
H15 -3.073 3.083 -2.447
H16 -1.817 0.941 0.230
H17 -3.284 1.827 0.022
H18 -1.866 3.799 -0.853
H19 -1.938 3.355 0.811
H20 0.487 3.138 -0.907
H21 0.243 2.057 0.519
H22 -0.150 4.806 0.729
H23 -1.521 0.461 -3.491
H24 -0.138 1.103 -5.225
H25 -0.959 2.604 -5.600
H26 0.724 2.678 -5.134
H27 -1.492 4.206 -3.385
H28 -0.049 0.417 -0.912
H29 1.685 -0.743 -2.289
H30 1.252 0.211 -3.669
H31 2.214 2.527 -3.734
H32 3.582 4.255 -2.735
H33 4.396 4.010 -0.407
H34 3.816 1.986 0.868
H35 1.279 -0.262 0.369
H36 2.819 0.029 1.137
H37 2.766 -0.993 -0.277
H38 -1.495 -1.072 -0.286
H39 -0.976 -5.518 -0.678
H40 -1.480 -4.913 -2.259
H41 -0.042 -4.212 -1.497
H42 -1.480 -2.963 1.283
H43 -2.155 -4.609 1.194
H44 -3.186 -3.205 0.928
H45 -3.423 -0.850 0.403
H46 -4.620 -1.352 -0.748
H47 -4.567 0.311 -0.227
H48 -2.754 -0.738 -4.710
C30 7.597 0.350 -0.592
C31 7.000 -1.006 -1.053
C32 8.094 -1.974 -1.531
C33 8.613 -1.726 -2.947
C34 7.449 -1.615 -3.929
C35 6.446 -0.542 -3.516
N4 5.970 -0.784 -2.115
O7 5.110 -1.749 -2.115
C36 7.097 0.843 -3.671
C37 5.248 -0.538 -4.458
C38 6.352 -1.612 0.186
H49 7.397 1.165 -1.279
H50 7.155 0.658 0.356
H51 8.677 0.288 -0.451
H52 7.697 -2.993 -1.494
H53 8.919 -1.942 -0.818
H54 9.238 -0.830 -2.978
H55 9.259 -2.555 -3.241
H56 7.818 -1.387 -4.931
H57 6.944 -2.583 -3.996
H58 6.428 1.630 -3.316
H59 7.300 1.025 -4.726
H60 8.048 0.942 -3.153
H61 4.772 -1.514 -4.522
H62 5.583 -0.262 -5.458
H63 4.503 0.192 -4.133
H64 5.498 -1.016 0.513
H65 7.090 -1.627 0.989
H66 6.014 -2.633 0.021
C39 -1.846 -0.569 7.251
C40 -2.003 -1.605 6.107
C41 -1.568 -3.009 6.553
C42 -0.060 -3.254 6.567
C43 0.559 -2.837 5.236
C44 0.240 -1.387 4.877
N5 -1.244 -1.162 4.893
O8 -1.777 -1.638 3.821
C45 0.979 -0.454 5.851
C46 0.786 -1.052 3.493
C47 -3.496 -1.659 5.800
H67 -1.024 0.122 7.099
H68 -2.735 0.056 7.324
H69 -1.700 -1.054 8.216
H70 -2.021 -3.745 5.880
H71 -1.986 -3.203 7.541
H72 0.409 -2.723 7.399
H73 0.129 -4.314 6.740
H74 1.643 -2.963 5.266
H75 0.190 -3.499 4.447
H76 0.719 0.589 5.665
H77 2.053 -0.563 5.703
H78 0.788 -0.675 6.897
H79 0.421 -1.740 2.731
H80 1.873 -1.124 3.513
H81 0.517 -0.035 3.203
H82 -3.846 -0.714 5.381
H83 -4.031 -1.841 6.732
H84 -3.748 -2.456 5.105

Output
HOMO level (alpha / beta) = -10.0 / -10.9 eV
spin multiplicity = 3
LUMO energy (alpha / beta) = -2.50 / -2.50 eV
charge = +1
orbital gap (alpha / beta) = 7.5 / 8.4 eV
largest force on an atom = 1.945 eV/A